Computed, not measured: a molecular structure, C42H128CaN21O9P7, with ωB97M-V/def2-TZVPD.

Element x y z (Å)
Ca 0.3501 -1.4688 0.1161
P -5.5912 0.8011 2.4073
P -0.7925 -4.0990 2.4756
P 6.3839 -2.9452 -4.6969
P -0.4490 5.6661 -3.5384
P -0.2976 5.4613 3.3582
P 2.7964 -0.0581 2.6577
P -1.2259 -3.3508 -2.9875
O -6.7655 1.4531 3.0338
O -0.9715 0.2389 -0.3861
O -1.0903 -2.6916 -1.6557
O 1.1519 5.1168 3.6950
O 2.1020 -2.3562 -0.8616
O 7.4649 -2.4880 -5.5651
O 1.6578 -0.4223 1.7860
O 0.8883 5.7753 -4.1856
O -0.2905 -3.1584 1.4497
N 2.3696 0.6035 4.1372
N 5.2876 -1.8701 -3.8692
N -1.2187 5.6517 4.8243
N 0.4752 -5.2398 2.7507
N -0.3448 -4.7849 -3.2107
N -0.3894 7.0561 2.5234
N -0.7148 -2.3578 -4.3479
N -0.5674 4.1039 -2.7793
N -1.8223 5.8814 -4.5764
N 3.9698 -1.2107 2.8270
N 6.8890 -3.8794 -3.3922
N -6.0178 -0.6632 1.5252
N -4.2627 0.1748 3.3338
N -0.7238 6.8468 -2.3315
N -1.1120 4.3557 2.3419
N 5.4313 -4.0081 -5.5547
N -2.1713 -5.0680 2.0337
N -4.7968 1.6843 1.1295
N 3.7253 1.3323 2.1047
N -1.0102 -3.4139 4.0448
N -2.8910 -3.7883 -3.3560
C -2.0322 -5.5604 0.6126
C 1.0037 0.9296 4.4975
C -0.0733 -2.4028 4.4495
C -0.6428 2.9148 -3.5034
C 0.0564 8.0409 -2.4071
C -0.8393 6.7568 5.6911
C 4.7514 -5.1412 -4.9107
C -1.6905 7.8182 2.1507
C -6.2021 -1.9055 2.2377
C -3.9810 -3.1451 -2.5942
C -5.3915 2.9247 0.6820
C -2.4859 4.4319 2.0436
C -0.9837 -2.7770 -5.7796
C -1.4413 4.3110 5.6161
C -0.8984 -6.0808 -2.6859
C 1.7132 -5.2243 1.9578
C -6.7820 -0.5601 0.2777
C -3.2465 5.6378 -4.2187
C 4.6468 -1.6610 1.5265
C -3.0305 -0.4615 2.7563
C -3.5528 -4.7971 2.4597
C -3.8492 1.3158 0.1316
C -1.6957 6.6506 -5.7789
C 4.8970 2.0176 2.7824
C -1.6967 6.6783 -1.2454
C 8.1778 -4.5778 -3.5299
C -0.4122 3.1711 1.8195
C 6.3198 -4.1607 -2.0161
C -4.3401 0.2801 4.7775
C 4.0871 -2.3000 3.8950
C -0.3892 -0.9599 -4.2049
C 0.7711 7.7103 1.9832
C 3.2432 2.0545 1.0271
C 0.1247 3.9922 -1.5098
C 3.8481 -2.1273 -3.6027
C 3.3092 1.1020 5.0720
C 5.1254 -3.8275 -6.9521
C -1.4757 -4.3810 5.1239
C 0.2917 -6.4143 3.7467
C -3.4258 -4.5755 -4.4410
C 5.7575 -0.5492 -3.3763
C 1.0893 -4.7343 -3.4662
H 3.1456 2.1786 5.0262
H 8.1451 -5.5174 -2.9783
H -0.5007 -7.0401 3.3362
H -1.2304 3.0170 -4.4158
H -1.8368 0.5560 -0.0619
H 0.3410 2.8659 -3.9701
H -4.8661 -0.5775 5.1968
H 0.2766 0.5456 3.7820
H 1.1618 -7.0667 3.6731
H -2.2814 -6.6110 0.4634
H 4.0831 -4.1322 -7.0461
H 1.6089 -5.9720 1.1717
H 5.3365 -0.0729 -2.4909
H 5.6815 0.2850 -4.0736
H -1.6693 -5.3219 4.6087
H 3.8639 -1.8697 4.8713
H 4.2850 -4.5920 -4.0928
H -1.2333 6.5512 -0.2670
H 1.6412 -4.5329 -2.5481
H -3.6372 -4.4852 3.5007
H -4.6344 -2.6714 -3.3268
H 5.1915 -0.8379 1.0642
H 5.4292 -2.8285 -7.2649
H -2.4548 7.3779 2.7911
H 1.1258 4.4220 -1.5450
H -0.6846 -3.8020 -5.9986
H 6.8023 -0.6858 -3.0973
H -2.6605 7.1266 -5.9544
H -0.9304 2.0133 -2.9624
H 3.3649 -3.1113 3.8034
H 3.2520 0.7086 6.0870
H -3.0718 0.7039 0.5893
H -0.8848 7.3739 -5.6930
H -2.8308 -5.2315 -0.0523
H 1.0733 7.6502 -2.3687
H 3.9821 -2.8081 -2.7620
H 4.3222 0.8321 4.7735
H 0.7939 1.9927 4.6159
H -3.9060 -4.1014 1.6986
H 2.6569 2.8933 1.4023
H -2.6646 4.2277 0.9879
H -6.3991 3.0615 1.0744
H -3.5628 -2.3776 -1.9429
H 5.3359 -2.4979 1.6399
H -4.2452 -5.6127 2.2512
H 0.5000 -2.6220 5.3503
H -4.4311 -4.9752 -4.3078
H 5.8226 -4.5338 -7.4028
H -3.2627 2.1811 -0.1772
H -3.8727 5.5863 -5.1094
H -1.7890 7.1436 6.0606
H -3.4225 -3.9737 -5.3498
H 2.6958 -5.3136 2.4211
H -2.3825 -3.8720 5.4505
H -0.4734 4.0155 6.0210
H -0.1789 8.6026 -3.3110
H -2.1449 4.5932 6.3993
H -4.7005 3.7530 0.8390
H 2.5431 -3.0736 -1.3568
H -1.9847 7.7243 1.1054
H 0.6530 -0.7819 -4.4700
H -0.1482 6.4497 6.4761
H -0.6777 -1.5002 4.5388
H -4.4714 -4.0007 -2.1298
H -2.3812 0.4098 2.6704
H -2.3034 5.8095 -1.5008
H -4.3213 0.8265 -0.7204
H 1.8251 -4.3547 1.3102
H -7.0365 0.4998 0.2744
H -0.3786 -6.5186 -1.8337
H 8.9645 -3.9533 -3.1066
H 8.3840 -4.7261 -4.5899
H -2.9607 3.8150 2.8065
H -4.7237 1.2402 5.1227
H -2.2643 7.5986 -1.1075
H 2.4970 1.4848 0.4732
H 5.5028 1.1806 3.1294
H -3.3441 4.7830 -3.5495
H -3.1321 -0.8008 1.7254
H -3.5236 6.4708 -3.5726
H -1.0801 -0.4223 -4.8544
H -2.9544 5.3982 2.2303
H -3.3061 0.0745 5.0544
H -1.9862 -6.1408 -2.6527
H -5.3023 -2.4088 1.8838
H -6.2514 -0.9107 -0.6075
H 0.9918 7.2711 1.0102
H 0.8674 0.4095 5.4456
H -0.9414 -4.4763 6.0691
H 1.1927 -3.8534 -4.0998
H 0.6855 -2.3055 3.6730
H -2.5455 -1.1992 3.3955
H 4.3119 2.6103 3.4856
H -2.7762 -5.3657 -4.8172
H -0.4838 4.2383 -0.6396
H -7.7269 -1.1017 0.3202
H 1.4558 -5.6817 -3.8614
H 6.6115 -5.1724 -1.7344
H -0.2819 7.4653 5.0784
H 0.2848 2.9169 -1.4313
H 3.0771 -2.4551 -4.3000
H 0.4495 3.4710 1.2231
H -1.9230 3.5378 5.0176
H -0.5602 -2.0725 -6.4954
H -1.0608 2.4959 1.2614
H 5.1496 -2.5107 4.0166
H -0.7731 -6.8300 -3.4677
H -1.4649 6.0248 -6.6410
H 5.4801 -5.7713 -4.4008
H 5.2331 -4.2279 -2.0685
H -7.0217 -2.5504 1.9206
H 0.1738 -6.3182 4.8261
H -5.5643 2.8528 -0.3918
H -0.1504 8.5237 -1.4519
H -1.6858 8.8809 2.3932
H -0.9801 -5.5460 0.3277
H -6.0833 -1.7680 3.3124
H 4.0920 -5.6830 -5.5888
H 6.6766 -3.4430 -1.2774
H 1.5640 7.5379 2.7110
H -2.0511 -2.6152 -5.9296
H 4.0035 2.4955 0.3825
H 5.4346 2.6095 2.0416
H 0.5155 8.7690 1.9408
H -0.5272 -0.6227 -3.1776
H 3.4740 -1.2937 -3.0083
H 3.8461 -1.9042 0.8280
H 0.0360 2.5801 2.6181

Summary:
- LUMO energy (hartree) = 0.009
- gap between HOMO and LUMO (Eh) = 0.2934
- HOMO level (Eh) = -0.284